A.
Computed, not measured: a 2-piece molecular cluster, CH4N3P overall, with ωB97M-V with the def2-TZVPD basis set.

Its structure (SMILES) is [H]/N=P/C#N.N. Its lowest unoccupied orbital energy is -0.9525 eV. The net charge is 0. Its highest occupied orbital energy is -10.26 eV. Its orbital gap is 9.312 eV.

The geometry in XYZ format:
```
9
Properties=species:S:1:pos:R:3:nbo_charge:R:1
P -1.75 -0.12 -0.47 1.05
N 1.61 0.03 -0.48 -1.09
N -0.86 -1.77 1.81 -0.27
N -1.71 1.36 -0.01 -1.01
C -1.21 -1.01 1.00 -0.14
H 2.00 0.65 0.25 0.37
H 2.34 -0.11 -1.28 0.37
H 1.56 -0.89 -0.02 0.36
H -1.98 1.87 -0.81 0.36
```

=====

B.
Computed, not measured: the molecule CH4N3P, with ωB97M-V with the def2-TZVPD basis set.

Its structure (SMILES) is C1N=NNP1. Its lowest unoccupied orbital energy is 1.0151 eV. The net charge is 0. Its highest occupied orbital energy is -9.18 eV. Its orbital gap is 10.199 eV.

The geometry in XYZ format:
```
9
Properties=species:S:1:pos:R:3:nbo_charge:R:1
P -1.22 -0.55 0.00 0.69
N 0.33 -1.29 -0.02 -0.82
N 1.14 0.63 0.14 -0.19
N 1.45 -0.50 0.20 0.06
C -0.20 1.05 -0.24 -0.57
H 0.51 -2.30 -0.26 0.41
H -1.37 -0.30 1.35 -0.09
H -0.62 2.05 0.24 0.26
H -0.02 1.21 -1.41 0.24
```

=====

A is favored, and the nearest alternative lies 26.7 kcal/mol above it.